1.
DFT (the ωB97M-V functional and the def2-TZVPD basis) results for 2 unconnected molecules or ions with the total composition C10H16 in a non-equilibrium geometry.

* E_LUMO: 0.98 eV
* structure (SMILES): CCc1ccccc1.CC
* energy relative to the best compared isomer or geometry (same formula, charge and spin): 10.9 kcal per mole
* HOMO energy: -9.070 eV
* charge: 0

Last column: Mulliken charge in e.
CARTESIAN COORDINATES (ANGSTROEM)
C1 -0.034 2.339 2.145  -1.179
C2 0.054 0.972 1.468  -0.755
C3 -0.089 1.047 -0.029  0.602
C4 0.949 1.624 -0.766  -0.448
C5 0.830 1.849 -2.128  -0.472
C6 -0.398 1.638 -2.750  -0.364
C7 -1.476 1.145 -2.031  -0.568
C8 -1.301 0.873 -0.675  -0.328
H1 0.481 3.103 1.557  0.325
H2 0.473 2.355 3.109  0.360
H3 -1.045 2.689 2.349  0.311
H4 0.947 0.461 1.828  0.358
H5 -0.777 0.353 1.831  0.383
H6 1.878 1.931 -0.293  0.364
H7 1.671 2.157 -2.739  0.370
H8 -0.519 2.001 -3.763  0.340
H9 -2.441 1.053 -2.511  0.379
H10 -2.207 0.562 -0.158  0.323
C9 0.648 -2.862 0.634  -0.658
C10 0.078 -4.195 0.192  -0.964
H11 0.753 -2.785 1.724  0.306
H12 1.702 -2.686 0.405  0.349
H13 0.038 -2.011 0.336  0.101
H14 -0.038 -4.252 -0.891  0.290
H15 -0.897 -4.336 0.659  0.275
H16 0.718 -5.025 0.497  0.300



2.
DFT (the ωB97M-V functional and the def2-TZVPD basis) results for 17 unconnected molecules or ions with the total composition C16H64N32O20S in a non-equilibrium geometry.

* E_LUMO: 2.30 eV
* energy relative to the best compared isomer or geometry (same formula, charge and spin): 80.7 kcal per mole
* HOMO energy: -5.426 eV
* charge: -2

Last column: Mulliken charge in e.
CARTESIAN COORDINATES (ANGSTROEM)
S1 25.528 -6.858 2.173  -1.491
O1 25.415 -8.208 2.750  0.023
O2 24.230 -6.211 1.906  1.760
O3 26.269 -5.996 3.136  0.809
O4 26.316 -6.930 0.929  -1.622
C1 21.420 -5.698 -2.637  0.673
O5 20.947 -4.782 -3.282  -0.689
N1 20.800 -6.337 -1.696  -0.324
N2 22.703 -6.139 -2.679  -0.385
H1 19.923 -6.061 -1.279  0.181
H2 21.128 -7.193 -1.269  0.216
H3 22.978 -6.607 -1.827  0.092
H4 23.322 -5.877 -3.432  0.183
C2 22.468 -8.773 0.562  -0.498
O6 21.956 -9.842 0.348  -0.926
N3 21.996 -7.763 1.153  0.496
N4 23.691 -8.553 0.180  0.503
H5 21.011 -7.855 1.354  0.389
H6 22.589 -7.066 1.581  0.249
H7 24.200 -7.785 0.595  -0.426
H8 24.151 -9.429 -0.024  0.278
C3 26.574 -0.233 -0.349  0.480
O7 27.647 0.272 -0.713  -0.743
N5 25.493 0.403 -0.038  -0.324
N6 26.268 -1.544 -0.323  -0.130
H9 24.642 -0.106 0.155  0.226
H10 25.612 1.390 0.140  0.224
H11 25.409 -1.906 0.066  -0.005
H12 26.966 -2.254 -0.494  0.103
C4 23.368 -3.524 -0.071  0.047
O8 23.149 -2.456 -0.675  -0.782
N7 24.067 -4.554 -0.426  0.829
N8 23.201 -3.665 1.186  0.027
H13 24.135 -4.687 -1.425  0.060
H14 24.154 -5.297 0.252  -0.490
H15 23.333 -4.560 1.635  0.223
H16 22.666 -2.943 1.648  0.235
C5 27.011 -9.772 5.486  0.219
O9 27.420 -10.384 6.437  -0.718
N9 27.697 -8.831 4.878  0.097
N10 25.833 -9.888 4.998  0.251
H17 28.703 -8.914 4.843  0.193
H18 27.086 -8.170 4.420  -0.294
H19 25.063 -10.236 5.551  0.169
H20 25.627 -9.430 4.122  -0.157
C6 22.719 -13.098 0.291  0.684
O10 22.150 -12.903 -0.768  -0.700
N11 23.116 -12.203 1.112  0.012
N12 22.820 -14.303 0.907  -0.344
H21 23.608 -12.289 1.990  -0.069
H22 22.563 -11.359 1.072  0.041
H23 22.388 -15.130 0.522  0.196
H24 23.122 -14.352 1.869  0.066
C7 29.644 -7.718 0.983  0.319
O11 30.572 -8.418 1.319  -0.828
N13 29.107 -6.914 1.842  0.264
N14 29.111 -7.866 -0.150  -0.087
H25 28.213 -6.492 1.635  -0.302
H26 29.143 -7.226 2.802  0.105
H27 28.281 -7.325 -0.343  -0.043
H28 29.574 -8.427 -0.850  0.241
C8 27.076 -5.932 -2.021  0.450
O12 27.862 -5.585 -2.948  -0.835
N15 26.899 -5.258 -0.947  0.092
N16 26.328 -6.949 -2.079  -0.023
H29 26.426 -5.613 -0.128  -0.110
H30 27.544 -4.485 -0.864  -0.299
H31 26.229 -7.256 -3.036  0.251
H32 25.902 -7.361 -1.261  0.041
C9 29.754 -3.364 0.533  0.527
O13 29.522 -3.099 -0.632  -0.640
N17 30.258 -4.486 0.995  -0.247
N18 29.441 -2.643 1.604  -0.302
H33 30.630 -5.191 0.375  0.182
H34 30.481 -4.583 1.975  0.107
H35 28.922 -1.780 1.522  0.205
H36 30.007 -2.798 2.426  0.145
C10 25.884 -2.583 2.910  0.276
O14 25.464 -1.447 2.653  -0.805
N19 25.639 -3.294 3.968  0.047
N20 26.468 -3.349 2.084  2.198
H37 25.692 -4.301 4.031  -0.260
H38 25.268 -2.934 4.835  0.215
H39 26.546 -4.321 2.349  -0.919
H40 26.689 -3.032 1.151  -0.851
C11 29.319 -5.313 5.597  0.606
O15 30.322 -5.335 6.286  -0.742
N21 28.170 -5.904 5.808  -0.081
N22 29.086 -4.357 4.725  -0.276
H41 28.145 -6.592 6.547  0.120
H42 27.450 -5.970 5.102  0.031
H43 29.809 -3.680 4.527  0.166
H44 28.263 -4.400 4.141  0.074
C12 27.340 -7.982 9.121  0.536
O16 28.162 -8.818 9.295  -0.625
N23 26.782 -7.722 7.993  -0.187
N24 26.959 -7.279 10.136  -0.420
H45 27.132 -8.321 7.259  0.191
H46 26.097 -7.035 7.713  0.147
H47 27.661 -7.174 10.854  0.233
H48 26.081 -6.780 10.140  0.168
C13 26.448 -10.797 0.327  0.613
O17 26.906 -11.802 -0.262  -0.841
N25 26.638 -9.605 -0.118  0.487
N26 25.752 -10.666 1.441  0.506
H49 27.189 -9.457 -0.951  0.322
H50 26.420 -8.908 0.580  -0.639
H51 25.622 -11.417 2.105  0.003
H52 25.377 -9.830 1.866  -0.053
C14 24.263 -13.235 4.255  0.808
O18 24.805 -13.376 3.168  -0.670
N27 22.971 -13.359 4.423  -0.395
N28 24.812 -12.714 5.247  -0.450
H53 22.634 -12.856 5.232  0.141
H54 22.432 -13.605 3.605  0.304
H55 24.230 -12.369 5.996  0.185
H56 25.615 -12.202 4.909  0.238
C15 22.539 -5.507 4.904  0.359
O19 21.735 -5.377 5.817  -0.792
N29 23.849 -5.724 5.080  0.173
N30 22.279 -5.630 3.643  0.268
H57 24.063 -5.873 6.056  0.106
H58 24.596 -6.027 4.472  -0.329
H59 21.343 -5.512 3.281  0.247
H60 23.009 -5.892 2.997  -0.717
C16 20.517 -9.751 3.925  0.750
O20 19.880 -9.224 3.020  -0.709
N31 21.752 -9.565 4.066  0.051
N32 20.069 -10.461 4.909  -0.372
H61 22.301 -9.872 4.856  0.201
H62 22.106 -8.898 3.395  -0.306
H63 20.711 -10.906 5.549  0.092
H64 19.068 -10.513 5.033  0.248



3.
DFT (the ωB97M-V functional and the def2-TZVPD basis) results for a molecular structure, C43H38N6NiO9S2.

* E_LUMO (spin up / spin down): 4.05 / 4.05 eV
* energy relative to the best compared isomer or geometry (same formula, charge and spin): 0.0 kcal per mole
* expectation value of S²: 2.006
* 2S+1: 3
* HOMO energy (spin up / spin down): -2.536 / -2.931 eV
* charge: -2

Last column: Löwdin spin population.
CARTESIAN COORDINATES (ANGSTROEM)
Ni1 -1.061 0.323 0.658  1.681
C1 5.750 -0.476 -0.516  0.000
O1 5.635 -0.793 0.873  0.000
C2 5.495 0.325 1.664  0.000
C3 6.604 1.018 2.108  0.000
C4 6.457 2.152 2.897  0.000
C5 5.176 2.585 3.214  0.000
C6 4.059 1.893 2.770  0.000
C7 4.198 0.734 1.995  0.000
N1 3.143 0.000 1.497  0.001
C8 1.769 0.284 1.629  0.000
N2 1.368 0.407 2.903  0.000
C9 0.069 0.641 3.427  0.013
C10 -1.063 0.845 2.643  0.086
C11 -2.251 1.075 3.347  0.011
C12 -2.322 1.091 4.736  0.003
C13 -1.175 0.871 5.488  -0.004
C14 0.014 0.649 4.823  0.003
O2 1.181 0.389 5.539  0.002
C15 1.774 1.556 6.074  0.000
N3 1.044 0.447 0.576  0.035
C16 1.733 0.710 -0.643  0.002
C17 2.065 2.033 -0.925  0.004
C18 2.731 2.380 -2.089  0.000
C19 3.094 1.392 -2.993  0.004
C20 2.778 0.071 -2.720  -0.001
C21 2.102 -0.278 -1.560  0.004
O3 1.899 -1.612 -1.312  0.001
C22 0.621 -2.110 -1.744  0.001
H1 5.944 -1.412 -1.036  0.000
H2 6.577 0.217 -0.692  0.000
H3 4.829 -0.030 -0.906  0.000
H4 7.587 0.657 1.825  0.000
H5 7.328 2.692 3.247  0.000
H6 5.039 3.480 3.808  0.000
H7 3.065 2.248 3.007  0.000
H8 3.361 -0.718 0.825  0.000
H9 1.969 -0.049 3.572  0.000
H10 -3.169 1.224 2.785  0.002
H11 -3.272 1.255 5.237  0.001
H12 -1.196 0.845 6.572  0.000
H13 2.654 1.243 6.636  0.000
H14 1.087 2.084 6.742  0.000
H15 2.086 2.244 5.280  0.000
H16 1.748 2.795 -0.221  0.000
H17 2.958 3.420 -2.291  0.000
H18 3.610 1.648 -3.911  0.000
H19 3.033 -0.718 -3.417  0.000
H20 0.676 -3.191 -1.634  0.000
H21 0.438 -1.835 -2.782  0.000
H22 -0.182 -1.728 -1.126  0.002
C23 -6.719 0.713 -5.490  0.000
C24 -5.283 0.894 -5.066  0.000
C25 -4.917 0.774 -3.730  0.000
C26 -3.587 0.886 -3.343  0.000
C27 -2.616 1.134 -4.300  0.000
C28 -2.964 1.275 -5.637  0.000
C29 -4.291 1.150 -6.014  0.000
S1 -0.882 1.157 -3.857  0.000
O4 -0.382 -0.148 -4.236  0.000
O5 -0.300 2.269 -4.593  0.001
N4 -0.860 1.274 -2.284  0.006
C30 -1.144 2.417 -1.597  0.005
C31 -1.470 3.691 -2.146  0.002
C32 -1.678 4.765 -1.318  -0.001
C33 -1.585 4.608 0.065  0.001
C34 -1.310 3.344 0.536  0.004
N5 -1.103 2.281 -0.247  0.041
H23 -7.398 0.902 -4.657  0.000
H24 -6.890 -0.311 -5.833  0.000
H25 -6.979 1.387 -6.310  0.000
H26 -5.671 0.596 -2.970  0.000
H27 -3.306 0.788 -2.301  0.000
H28 -2.188 1.490 -6.364  0.000
H29 -4.566 1.251 -7.060  0.000
H30 -1.530 3.790 -3.217  0.000
H31 -1.918 5.734 -1.742  0.000
H32 -1.735 5.432 0.750  0.000
H33 -1.256 3.143 1.599  0.001
S2 -5.774 0.509 0.459  0.009
C35 -4.160 0.278 0.354  0.010
N6 -3.009 0.109 0.269  0.028
O6 0.764 -2.530 2.419  -0.001
C36 -0.248 -2.650 1.713  0.004
O7 -0.939 -1.761 1.138  0.037
C37 -0.743 -4.087 1.471  0.003
C38 -0.200 -5.134 2.203  0.000
C39 -0.543 -6.467 1.949  0.000
C40 -1.423 -6.689 0.920  0.000
O8 -1.904 -7.897 0.442  0.000
C41 -2.598 -7.564 -0.756  0.000
O9 -2.828 -6.167 -0.764  0.000
C42 -1.974 -5.651 0.197  0.000
C43 -1.674 -4.338 0.457  0.000
H34 0.522 -4.884 2.969  0.000
H35 -0.133 -7.287 2.526  0.000
H36 -3.550 -8.094 -0.785  0.000
H37 -1.986 -7.846 -1.623  0.000
H38 -2.128 -3.510 -0.072  0.000